{
  "formula": "C2H12N4",
  "method": "wB97M-V/def2-TZVPD",
  "charge": -1,
  "homo_energy_ha": [0.04467, -0.20670],
  "e_tot_ha": -302.29682,
  "multiplicity": 2,
  "de_lowest_kcal_mol": 29.2,
  "species": ["N", "N", "N", "N", "C", "C", "H", "H", "H", "H", "H", "H", "H", "H", "H", "H", "H", "H"],
  "positions_angstrom": [[-2.42388, 1.30576, -1.83759], [-3.02889, 1.29705, 0.63462], [4.13834, -0.81636, 0.45517], [1.68766, -0.72252, 1.13806], [2.74002, -1.49096, 0.48197], [-3.33583, 0.80129, -0.71049], [1.95744, -0.07247, 1.88289], [1.34978, -0.18588, 0.26994], [2.85811, -2.47301, 1.06690], [-2.24943, 0.86244, 1.16718], [-3.09057, 1.27613, -2.60686], [4.23358, -0.34298, 1.33842], [-3.38790, -0.27636, -0.86398], [2.56693, -1.78861, -0.56953], [-1.71188, 0.55413, -2.05011], [-2.81588, 2.31785, 0.40184], [-4.29603, 1.36405, -1.06538], [4.80842, -1.60954, 0.86693]],
  "lowdin_spin": [0.063, 0.044, 0.038, 0.107, 0.199, 0.130, 0.043, 0.091, 0.016, 0.041, 0.019, 0.018, 0.037, 0.038, 0.084, 0.010, 0.006, 0.017]
}



{
  "formula": "C2H12N4",
  "method": "wB97M-V/def2-TZVPD",
  "homo_energy_ha": -0.32336,
  "e_tot_ha": -302.37516,
  "de_lowest_kcal_mol": 16.6,
  "species": ["N", "N", "N", "N", "C", "C", "H", "H", "H", "H", "H", "H", "H", "H", "H", "H", "H", "H"],
  "positions_angstrom": [[-1.75386, 0.13180, 1.50560], [2.19318, -1.36736, 0.00105], [1.67815, 1.01455, -0.34626], [-2.96060, 0.33652, -0.53046], [-1.67605, 0.11411, 0.01871], [2.41438, -0.14806, -0.78237], [-3.10172, 1.05108, -1.21119], [-1.25040, -0.87190, -0.21912], [-0.85794, -0.01035, 1.95744], [-1.02496, 0.92426, -0.28527], [3.47072, 0.06441, -0.89035], [1.24850, -1.68661, -0.20759], [1.14502, 0.92923, 0.49912], [2.24021, 1.84510, -0.41633], [2.16349, -0.42779, -1.77351], [2.09391, -1.07428, 0.97694], [-2.29769, -0.66774, 1.81751], [-3.72434, -0.15697, -0.11392]],
  "nbo_charge": [-0.848, -0.811, -0.878, -0.874, -0.046, -0.048, 0.388, 0.124, 0.343, 0.196, 0.160, 0.347, 0.364, 0.371, 0.160, 0.336, 0.340, 0.373]
}



{
  "formula": "C2H12NO2S",
  "method": "wB97M-V/def2-TZVPD",
  "charge": 1,
  "homo_energy_ha": -0.46717,
  "e_tot_ha": -686.52870,
  "de_lowest_kcal_mol": 42.2,
  "species": ["S", "O", "O", "N", "C", "C", "H", "H", "H", "H", "H", "H", "H", "H", "H", "H", "H", "H"],
  "positions_angstrom": [[1.11507, 1.45866, 2.59588], [-1.82442, -0.93171, -2.56438], [1.85053, -1.69901, -0.76322], [-0.48626, -0.62036, 0.42349], [-0.35279, 1.68570, 1.41142], [-0.12930, 0.80121, 0.19018], [-2.15351, -0.03135, -2.53831], [-1.96270, -1.34687, -3.41847], [-0.36510, 2.76459, 1.31357], [2.45383, 1.65248, 2.51638], [-0.78698, -0.79022, 1.38213], [-1.18353, 1.38405, 2.06196], [2.58041, -1.80384, -1.38901], [-1.15061, -0.91239, -0.31468], [0.89066, 0.93940, -0.15859], [-0.74862, 1.21921, -0.60703], [1.96473, -2.53263, -0.27770], [0.28858, -1.23692, 0.13639]],
  "nbo_charge": [-0.209, -0.983, -0.974, -0.700, -0.458, -0.258, 0.483, 0.507, 0.270, 0.210, 0.448, 0.244, 0.509, 0.470, 0.255, 0.223, 0.485, 0.478]
}



{
  "formula": "C2H12NO3",
  "method": "wB97M-V/def2-TZVPD",
  "charge": 1,
  "homo_energy_ha": -0.54155,
  "e_tot_ha": -363.61626,
  "de_lowest_kcal_mol": 21.7,
  "species": ["O", "O", "O", "N", "C", "C", "H", "H", "H", "H", "H", "H", "H", "H", "H", "H", "H", "H"],
  "positions_angstrom": [[0.22475, -0.14579, -3.89920], [-2.40114, 0.76235, 2.05390], [-0.71300, 0.11883, -1.27162], [-0.06978, -0.57216, 1.26602], [1.41218, -0.69490, 1.33594], [2.17503, 0.37955, 1.25646], [-3.04938, 0.14529, 1.69768], [3.20300, 0.20942, 0.98778], [-0.14878, -0.07146, -2.04674], [-0.35123, -0.64320, 0.26530], [-2.91306, 1.54121, 2.30118], [1.11290, 0.08831, -4.19527], [-0.14551, -0.64768, -4.63803], [-0.29796, 0.25075, 1.82477], [-1.06472, 0.98669, -1.50240], [1.75188, -1.71213, 1.25215], [1.79313, 1.35435, 1.56286], [-0.51830, -1.34944, 1.74922]],
  "nbo_charge": [-0.970, -0.978, -0.993, -0.717, -0.063, -0.344, 0.486, 0.245, 0.520, 0.491, 0.499, 0.489, 0.497, 0.467, 0.499, 0.223, 0.223, 0.426]
}



{
  "formula": "C2H12NO3",
  "method": "wB97M-V/def2-TZVPD",
  "charge": 1,
  "homo_energy_ha": -0.53712,
  "e_tot_ha": -363.61186,
  "de_lowest_kcal_mol": 24.5,
  "species": ["O", "O", "O", "N", "C", "C", "H", "H", "H", "H", "H", "H", "H", "H", "H", "H", "H", "H"],
  "positions_angstrom": [[-2.89089, -0.28801, 2.59442], [2.05511, 2.63079, -2.32247], [0.14914, 0.80592, -1.66847], [-0.61926, -0.31524, 0.73207], [0.04597, -1.63725, 0.62744], [1.26641, -1.68023, 0.11972], [2.01683, -2.40246, 0.41188], [1.57189, -0.90192, -0.57141], [2.46175, 3.07439, -1.58103], [-0.39680, -2.46933, 1.15667], [-0.52816, 0.05116, 1.67845], [-0.40320, 0.31307, -0.07950], [2.57106, 2.83360, -3.10532], [-1.63874, -0.40725, 0.61519], [-3.80641, -0.14177, 2.84226], [-0.03624, 0.40181, -2.50986], [0.95866, 1.35376, -1.76129], [-2.77714, -1.22107, 2.82124]],
  "nbo_charge": [-0.968, -0.966, -1.001, -0.727, -0.079, -0.325, 0.242, 0.222, 0.491, 0.227, 0.451, 0.486, 0.503, 0.448, 0.498, 0.500, 0.524, 0.475]
}



{
  "formula": "C2H12NO6",
  "method": "wB97M-V/def2-TZVPD",
  "charge": -1,
  "homo_energy_ha": -0.20701,
  "e_tot_ha": -589.65986,
  "de_lowest_kcal_mol": 31.2,
  "species": ["O", "O", "O", "O", "O", "O", "N", "C", "C", "H", "H", "H", "H", "H", "H", "H", "H", "H", "H", "H", "H"],
  "positions_angstrom": [[-0.16338, -1.83400, 2.77453], [-1.41252, -1.97641, -1.73392], [2.52083, 2.53170, -0.49036], [2.64642, -2.31223, 0.53407], [-0.82610, -0.60446, 0.55205], [0.27218, 1.23247, 0.61134], [-1.67813, 0.98821, -0.79280], [-0.68367, 0.57993, 0.23365], [-1.29217, 2.07309, -1.57272], [2.41329, -1.47814, 0.20155], [-1.89499, -2.70084, -1.31027], [-0.46656, 1.87661, -2.20878], [-0.64217, -1.72229, 1.85846], [-1.03278, -1.58313, -0.87965], [1.57099, 2.01787, -0.19307], [2.08904, 2.59328, -1.35758], [-1.93177, 2.45884, -2.30433], [1.77126, -2.57100, 0.80386], [-2.05407, 0.15451, -1.24196], [-0.88661, 2.80534, -0.73180], [0.36686, -0.98314, 2.96599]],
  "nbo_charge": [-1.025, -0.994, -1.000, -0.944, -0.846, -0.762, -0.706, 0.907, -0.414, 0.470, 0.453, 0.145, 0.519, 0.502, 0.510, 0.440, 0.184, 0.474, 0.397, 0.213, 0.477]
}



{
  "formula": "C2H12NSi2",
  "method": "wB97M-V/def2-TZVPD",
  "charge": 1,
  "homo_energy_ha": -0.52907,
  "e_tot_ha": -716.78213,
  "de_lowest_kcal_mol": 56.9,
  "species": ["Si", "Si", "N", "C", "C", "H", "H", "H", "H", "H", "H", "H", "H", "H", "H", "H", "H"],
  "positions_angstrom": [[-0.00151, 1.87040, 0.10553], [-2.16461, -0.52455, 0.05881], [1.97918, -0.71999, 0.02212], [-0.45417, 0.09668, -0.56853], [0.47710, -0.97072, 0.13320], [-2.43935, -1.82530, -0.57324], [2.57065, -1.09387, 0.84007], [-2.59650, -0.41161, 1.59049], [0.94053, 1.46759, 1.25927], [-0.47190, 0.19951, -1.57939], [2.47253, -1.12607, -0.83864], [-0.88349, 3.02339, 0.31686], [-2.92278, 0.41783, -0.75419], [1.20906, 2.00846, -0.86424], [0.26767, -0.75360, 1.13371], [1.97757, 0.27233, -0.11576], [0.04000, -1.93048, -0.16606]],
  "nbo_charge": [0.826, 0.801, -0.712, -0.991, -0.252, -0.127, 0.463, -0.085, -0.185, 0.254, 0.451, -0.067, -0.143, -0.174, 0.224, 0.464, 0.254]
}



{
  "formula": "C2H12NSi2",
  "method": "wB97M-V/def2-TZVPD",
  "charge": 1,
  "homo_energy_ha": -0.52103,
  "e_tot_ha": -716.77427,
  "de_lowest_kcal_mol": 61.8,
  "species": ["Si", "Si", "N", "C", "C", "H", "H", "H", "H", "H", "H", "H", "H", "H", "H", "H", "H"],
  "positions_angstrom": [[-2.13904, 0.07623, 0.17091], [1.09928, -1.97830, -0.26091], [1.70190, -0.22558, 0.39037], [-0.20104, 2.00987, 0.02949], [-0.98274, 1.20207, -0.71221], [-3.28485, 0.85007, 0.46936], [2.30193, -0.13321, -0.45076], [-0.70690, 1.04756, -1.74493], [0.29743, 2.77712, -0.46880], [2.41540, -0.12076, 1.20509], [1.08076, 0.66458, 0.51598], [1.32903, -2.74901, 1.00068], [1.67324, -2.65729, -1.39756], [-2.45576, -1.04465, -0.70174], [-0.24217, -1.87616, -0.48180], [-1.36141, -0.08566, 1.41073], [-0.52509, 2.24310, 1.02610]],
  "nbo_charge": [0.852, 1.043, -1.085, -0.504, -0.510, -0.130, 0.423, 0.218, 0.224, 0.464, 0.484, -0.122, -0.099, -0.138, -0.169, -0.169, 0.217]
}



{
  "formula": "C2H12O2Si3",
  "method": "wB97M-V/def2-TZVPD",
  "homo_energy_ha": -0.29581,
  "e_tot_ha": -1102.08915,
  "de_lowest_kcal_mol": 149.6,
  "species": ["Si", "Si", "Si", "O", "O", "C", "C", "H", "H", "H", "H", "H", "H", "H", "H", "H", "H", "H", "H"],
  "positions_angstrom": [[-1.17387, -0.79496, 0.49150], [-3.09656, -0.91937, -1.02349], [1.17519, -0.63373, 0.31096], [-1.87052, -0.49507, 1.93619], [-1.34649, 0.26095, 3.03586], [2.13122, 0.61836, 1.33765], [1.39721, -0.52856, -1.55095], [1.23645, -1.51170, -2.07767], [1.86398, -2.08749, 0.47632], [1.97420, 1.72143, 1.28481], [3.15462, 0.28879, 0.97830], [-0.75428, 1.88400, 0.63272], [2.40514, -0.05780, -1.85894], [-1.08900, 1.13113, 2.50902], [-2.78632, -2.41883, -1.43886], [1.97818, 0.29304, 2.41610], [0.66110, 0.18961, -2.18878], [-3.28330, -0.19819, -2.19877], [-4.43886, -1.01180, -0.44732]],
  "nbo_charge": [0.948, 0.432, 0.963, -0.699, -0.415, -1.102, -1.160, 0.250, -0.146, 0.277, 0.240, -0.458, 0.259, 0.491, -0.148, 0.255, 0.251, -0.128, -0.109]
}



{
  "formula": "C2H12O3",
  "method": "wB97M-V/def2-TZVPD",
  "homo_energy_ha": -0.41660,
  "e_tot_ha": -309.02777,
  "de_lowest_kcal_mol": 51.7,
  "species": ["O", "O", "O", "C", "C", "H", "H", "H", "H", "H", "H", "H", "H", "H", "H", "H", "H"],
  "positions_angstrom": [[-2.06895, 4.64969, 4.77094], [-1.51874, 0.92972, 0.12598], [-1.50877, 5.96670, -2.69040], [1.39354, -4.83433, -0.48747], [2.24768, -3.71379, -1.06230], [3.07292, -3.87912, -1.86747], [-1.16380, 1.60751, -0.46827], [-0.71941, 0.59779, 0.25271], [1.78365, -2.75609, -1.25239], [1.07842, -4.73006, 0.55337], [-2.00125, 4.42559, 3.84339], [3.02053, -3.29683, -0.50400], [2.03515, -5.81369, -0.42083], [-2.23634, 6.56980, -2.45714], [0.81183, -4.92912, -1.36617], [-1.62194, 5.17580, -2.16178], [-2.60452, 4.03042, 5.19184]],
  "nbo_charge": [-0.938, -0.903, -0.940, -0.636, -0.643, 0.215, 0.454, 0.449, 0.203, 0.227, 0.471, 0.206, 0.201, 0.472, 0.226, 0.467, 0.467]
}